{
  "formula": "C29H28N2O2",
  "method": "ωB97M-V with the def2-TZVPD basis set",
  "symbols": ["C", "C", "H", "H", "C", "H", "C", "C", "C", "H", "H", "H", "H", "O", "O", "H", "H", "C", "H", "C", "C", "H", "H", "H", "C", "H", "C", "H", "N", "C", "H", "C", "H", "C", "H", "C", "C", "C", "N", "C", "C", "H", "C", "H", "H", "H", "H", "C", "C", "C", "C", "H", "C", "H", "C", "C", "C", "H", "H", "H", "C"],
  "coordinates": [[4.55775, -0.75509, 0.55584], [0.21579, 5.56667, -2.57072], [5.13282, -1.73374, 0.19058], [0.61542, -5.85838, -2.73765], [0.97181, 2.19569, 1.32269], [3.39747, 7.22705, -1.28763], [-4.15307, -4.36579, 4.38912], [-1.24522, 2.77826, -0.30654], [-3.03007, 0.83924, -1.28718], [-3.97843, 0.48685, -1.88022], [-0.91676, 3.91791, -0.25325], [1.75544, 0.05583, -0.84225], [2.48804, 0.57840, 1.87056], [-3.65782, -2.47872, -0.59181], [0.55970, -1.12086, 2.32079], [2.71545, -2.95040, 0.58369], [3.90144, -0.71221, -1.62664], [2.49213, 6.16777, -2.93898], [-3.26812, 3.28996, -1.72149], [-4.97169, -5.37602, 3.91036], [-0.91384, -4.15500, -1.85005], [-5.43782, -4.50092, 0.80163], [-1.86090, -4.43850, -2.49620], [2.46585, 1.74634, -1.28270], [-4.23522, -3.38327, 2.20003], [-3.13697, -2.54365, 3.85215], [1.34544, 6.69753, -0.91843], [-5.28827, -6.19200, 4.55398], [0.19887, 6.12000, -1.33829], [1.32680, 5.56360, -3.39885], [3.24924, 2.17807, 1.22784], [-2.11130, -0.31165, -0.55782], [5.36061, -0.10775, 1.15720], [0.31849, -2.47981, 0.07138], [4.76971, 0.93481, -1.08696], [4.03270, 0.08698, -0.74951], [-1.03721, -2.88402, -0.82109], [2.37101, 1.39223, 1.03720], [-5.43183, -5.43285, 2.64170], [0.10518, -1.15010, 1.06406], [-2.61114, 2.45497, -1.17819], [-3.96084, -2.60867, 1.49294], [1.75777, -3.28651, -0.03994], [0.77569, 2.24789, 2.48901], [2.91139, -5.14788, -1.18838], [1.28438, 5.10178, -4.37874], [-3.81475, -4.36965, 5.41907], [-0.32638, 1.66244, 0.47641], [-3.77895, -3.35164, 3.51354], [1.87927, -4.56871, -1.09465], [-2.41714, -1.95390, -0.64926], [1.30656, 7.13297, 0.07615], [2.50535, 6.74794, -1.67473], [3.71527, -1.12380, 1.28040], [-0.76532, 0.08799, 0.35124], [2.56785, 0.85426, -0.49836], [-5.05336, -4.43336, 1.81518], [3.38274, 6.18622, -3.56038], [1.15563, 3.32400, 0.98491], [-0.71828, 5.11064, -2.88568], [0.53161, -4.95944, -1.95706]],
  "forces_ev_per_a": [[1.20, -0.13, -0.15], [-0.10, 0.35, 0.82], [-1.18, 2.15, 0.74], [-0.28, 2.25, 1.97], [-0.02, 0.79, -0.64], [-0.10, -0.04, -0.02], [0.06, 0.16, -0.18], [-1.43, -2.51, -0.59], [3.05, 0.78, 2.10], [2.12, 0.79, 1.31], [-0.66, -2.68, -0.04], [1.46, 1.79, 1.07], [-0.24, 1.33, -1.95], [7.90, 3.30, -0.85], [-2.60, 0.06, -7.79], [-2.55, -0.74, -1.46], [0.23, 2.04, 1.75], [0.00, 0.00, 0.01], [1.75, -2.09, 1.43], [-0.35, -0.12, -0.82], [2.93, 1.62, 2.61], [0.08, 0.07, 0.06], [2.34, 0.51, 1.49], [0.23, -1.79, 1.84], [0.13, 0.12, 0.38], [-0.06, -0.08, -0.04], [-0.80, -0.34, -0.14], [0.04, 0.08, -0.01], [0.82, -0.07, -0.57], [0.20, 0.13, 0.11], [-1.88, -1.65, -0.34], [1.04, 2.45, 0.50], [-1.94, -1.47, -1.12], [-0.01, -1.53, -1.64], [-1.07, -1.95, 0.75], [-0.83, -0.04, -0.02], [3.15, -1.84, -0.40], [0.51, 0.58, 0.13], [0.58, 0.74, 0.33], [1.28, -0.27, 3.70], [2.72, -3.92, 2.12], [-0.16, -0.21, 0.22], [-3.12, -1.15, -2.28], [0.17, -0.38, -2.51], [-2.63, 1.35, 0.12], [-0.02, 0.04, 0.10], [-0.04, -0.03, -0.08], [-3.03, -1.06, -1.66], [-0.04, -0.04, -0.01], [-4.14, 2.65, 0.66], [-3.82, -1.32, -0.02], [0.04, -0.02, -0.08], [-0.04, -0.13, -0.25], [1.51, 0.95, -1.44], [-1.55, 2.27, -1.48], [-0.03, -0.85, -0.61], [-0.32, -0.74, 0.47], [-0.11, 0.00, 0.07], [-0.64, -2.41, 0.60], [0.09, 0.00, -0.02], [0.15, 2.30, 1.76]],
  "e_tot_ev": -37581.6757,
  "lumo_ev": -1.595,
  "homo_lumo_gap_ev": 7.3,
  "multiplicity": 1,
  "smiles": "CCCCCc1cccc2c1C(=O)c1ccccc1C2=O.c1ccncc1.c1ccncc1"
}